# 1
The following is a DFT calculation (ωB97M-V with the def2-TZVPD basis set) of a molecular structure, C37H60F3NO27V3 at a distorted geometry.

Geometry as XYZ:
```
131
Properties=species:S:1:pos:R:3
O 2.25770 5.61772 -2.36039
V 1.32499 4.65595 -1.57257
O -0.07646 5.22220 -1.09141
O 4.13227 0.54356 1.62831
V 5.23949 1.75713 1.58810
O 6.27896 1.45022 2.77140
O 6.12504 3.62218 -5.20225
V 5.88173 2.30353 -4.41010
O 5.96121 0.98272 -5.16218
C 1.25840 0.36023 -2.30659
O 0.51171 0.89065 -1.25729
O 2.10825 1.44339 -2.65543
C 1.80326 -1.04132 -2.30568
F 2.67307 -1.17552 -1.29517
F 0.86131 -2.07718 -2.26075
F 2.47782 -1.37379 -3.33180
C -0.65125 0.14746 -0.83720
C -1.40664 1.14182 0.00662
H -1.73156 0.59650 0.89271
H -0.78514 1.94442 0.40371
H -2.23155 1.67026 -0.47127
H -0.20332 -0.61752 -0.20296
H -1.21715 -0.21727 -1.69442
H 0.43606 0.32706 -3.02125
C 3.20504 7.93461 2.08838
C 4.02970 6.77710 2.85664
C 4.32059 7.31804 4.29445
C 3.11519 7.29460 5.27069
C 2.68986 5.83968 5.29170
C 2.19137 5.27499 3.92956
N 3.32531 5.39900 2.96437
O 3.10178 4.77281 1.72401
C 0.90389 6.07215 3.58880
C 1.75120 3.78786 4.21868
C 5.33881 6.55041 2.14325
H 2.27594 8.28968 2.53423
H 3.09492 7.79068 1.01355
H 3.88557 8.78568 2.06279
H 4.47985 8.39629 4.30456
H 5.19099 6.95047 4.83796
H 2.32016 8.02973 5.14573
H 3.54407 7.46386 6.25838
H 1.91467 5.89741 6.05579
H 3.54075 5.30600 5.71511
H 0.55497 5.80049 2.59252
H 0.76974 7.09507 3.94054
H 0.00987 5.76551 4.13174
H 1.04682 3.91723 5.04039
H 2.60613 3.15192 4.44841
H 1.16945 3.55287 3.32736
H 6.08692 5.96888 2.68200
H 5.63757 7.57439 1.91893
H 5.18278 6.07471 1.17502
C -6.15037 1.51927 -4.40943
C -7.61571 2.03033 -4.48897
C -8.69935 1.03240 -5.00155
O -9.72264 1.29826 -4.16444
C -9.26219 1.64192 -2.95366
O -9.73371 1.41636 -1.84244
O -8.03994 2.09498 -3.09866
H -6.03238 0.55841 -3.90850
H -5.41367 2.05521 -3.81099
H -5.83472 1.55332 -5.45217
H -7.51235 3.00305 -4.96981
H -8.26394 0.05464 -4.79544
H -8.89806 0.87394 -6.06151
C -1.23873 -6.54239 -1.71096
C -2.39183 -5.91494 -2.60651
C -3.22127 -4.69166 -2.15766
O -3.36969 -3.90582 -3.28345
C -2.52314 -4.34209 -4.19862
O -2.25555 -3.86868 -5.34385
O -1.82883 -5.48402 -3.78869
H -0.42204 -6.88832 -2.34455
H -1.61025 -7.40888 -1.16390
H -0.92489 -5.77741 -1.00074
H -3.01075 -6.78557 -2.82343
H -2.76061 -4.20811 -1.29622
H -4.15994 -4.96731 -1.67702
C 2.73453 -2.24615 -8.82518
C 3.09689 -3.57156 -8.02827
C 1.99729 -4.53929 -7.69086
O 2.52498 -5.61958 -8.40120
C 3.75778 -5.45454 -8.89120
O 4.35871 -6.30397 -9.46133
O 4.08112 -4.14869 -8.80429
H 2.03115 -2.34273 -9.65224
H 3.62550 -1.75316 -9.21407
H 2.30651 -1.53364 -8.12003
H 3.66051 -3.41149 -7.10913
H 0.94610 -4.35991 -7.91656
H 1.86507 -4.77985 -6.63599
C 4.32053 -5.67721 1.64478
C 5.69129 -5.07961 1.87660
C 5.78025 -3.75553 2.44463
O 6.93207 -3.75634 3.16553
C 7.21362 -4.98108 3.60663
O 8.09384 -5.28448 4.48535
O 6.35716 -5.73764 2.88377
H 4.30238 -6.75087 1.45765
H 3.90098 -5.23551 0.74091
H 3.70269 -5.31186 2.46508
H 6.20360 -5.17361 0.91911
H 4.99767 -3.62747 3.19247
H 5.75040 -2.97093 1.68858
C -7.24663 -0.42820 2.05026
C -7.30093 0.66144 3.00622
C -6.82474 0.24047 4.40946
O -5.90731 1.19339 4.81795
C -5.60644 1.95891 3.66764
O -4.77410 2.88621 3.54998
O -6.35616 1.60669 2.66540
H -6.24345 -0.84539 1.96263
H -7.66611 -0.21843 1.06633
H -7.84653 -1.21225 2.51232
H -8.32337 1.03919 3.00163
H -6.29415 -0.71109 4.44284
H -7.67412 0.07682 5.07270
C -1.25323 -2.58477 4.85382
C -1.06074 -3.68059 3.80951
C -1.09996 -5.14015 4.35004
O -2.12412 -5.76424 3.55454
C -2.71281 -4.90338 2.93790
O -3.76540 -5.09914 2.23986
O -2.06758 -3.70749 2.85718
H -1.28279 -1.62555 4.33699
H -0.33847 -2.67520 5.43959
H -2.22620 -2.60959 5.34455
H -0.07840 -3.62055 3.34099
H -1.40396 -5.08212 5.39518
H -0.17023 -5.70206 4.43931
```

Properties
net charge = +1
frontier orbital gap = 2.261 eV
E = -6662.72708 Eh
M = 1160.69 g/mol

# 2
The following is a DFT calculation (ωB97M-V with the def2-TZVPD basis set) of 6 unconnected molecules or ions with the total composition C37H60N2O15S2 at a distorted geometry.

Geometry as XYZ:
```
116
Properties=species:S:1:pos:R:3
C -2.14624 1.09961 0.88925
C -0.97859 1.70466 0.60126
C 0.33783 1.25414 1.16147
N 1.37941 0.88434 0.16665
C 1.14475 -0.50400 -0.29642
C 0.62986 -0.62567 -1.73136
C -0.62602 -1.44925 -1.82145
S -0.37318 -3.15824 -1.21262
C -0.71598 -4.16033 -2.66686
S 0.53864 -4.83456 -3.44550
N -2.04742 -4.24237 -2.99111
C -2.81854 -4.85574 -1.86416
C -3.95504 -5.78339 -2.29395
O -3.69180 -6.66660 -3.37206
C -2.43682 -6.43227 -3.98130
C -2.32726 -4.94871 -4.24219
C 2.68141 0.91799 0.71194
O 3.69320 0.86666 0.02771
O 2.70639 0.97786 2.05645
C 3.88065 1.54441 2.60238
O 3.47394 2.12823 3.80337
C 4.57501 2.74206 4.45643
C 4.69219 2.19570 5.86703
O 5.36411 3.15330 6.66566
C 4.79722 3.38573 7.92961
C 5.49307 2.61051 9.05551
H -2.95423 1.66219 1.33408
H -2.31895 0.04583 0.71986
H -0.95211 2.57505 -0.04048
H 0.68148 2.11229 1.71709
H 0.17989 0.42149 1.83836
H 0.42870 -0.99351 0.35739
H 2.06263 -1.07096 -0.24998
H 1.40112 -1.00810 -2.38839
H 0.36323 0.36684 -2.06008
H -0.96343 -1.49772 -2.84903
H -1.43196 -1.01610 -1.24614
H -2.18015 -5.36533 -1.16478
H -3.27806 -4.05159 -1.30311
H -4.16744 -6.40106 -1.42687
H -4.86446 -5.23092 -2.50006
H -1.65141 -6.79939 -3.33033
H -2.39963 -6.96486 -4.91974
H -3.30783 -4.63083 -4.57922
H -1.63696 -4.68719 -5.02488
H 4.29117 2.29956 1.94132
H 4.60336 0.76016 2.79974
H 4.48928 3.82291 4.45661
H 5.49502 2.49775 3.93031
H 3.68957 1.97678 6.21542
H 5.31133 1.31002 5.79911
H 3.72802 3.19698 7.95494
H 4.92095 4.44171 8.13836
H 6.08973 1.79956 8.66710
H 6.13364 3.28170 9.61157
H 4.74756 2.23455 9.74549
O -0.33696 -6.86620 0.13889
C -0.74891 -6.40377 1.15941
O -1.76160 -5.50481 1.18872
C -1.97691 -5.03808 2.53223
C -1.39452 -6.12499 3.42785
C -0.24899 -6.66098 2.56814
H -1.46373 -4.08159 2.65006
H -3.04205 -4.88749 2.68797
H -1.08607 -5.75564 4.40333
H -2.13434 -6.91084 3.58459
H 0.67393 -6.09876 2.71535
H -0.06662 -7.72007 2.72140
O -1.73589 2.18614 -2.82640
C -2.86930 2.50742 -2.61451
O -3.31187 2.87289 -1.39126
C -4.73730 3.09631 -1.43253
C -5.05625 3.37603 -2.89450
C -4.00868 2.53744 -3.61520
H -5.23838 2.19985 -1.06143
H -4.99359 3.93190 -0.79147
H -6.08335 3.13872 -3.16451
H -4.88670 4.43237 -3.11162
H -4.34646 1.51364 -3.78409
H -3.68915 2.98088 -4.55431
O -2.14899 2.17922 -6.88721
C -1.28899 1.35464 -6.81126
O -1.35956 0.16777 -7.45353
C -0.23687 -0.65754 -7.08882
C 0.83253 0.30979 -6.59982
C -0.01430 1.42694 -5.99201
H -0.55703 -1.34620 -6.30946
H 0.07522 -1.23211 -7.95764
H 1.53776 -0.14498 -5.90669
H 1.39839 0.69632 -7.44891
H -0.26197 1.23645 -4.94593
H 0.44851 2.40409 -6.09024
O 6.10772 -0.81961 4.50160
C 6.72552 -1.11348 3.52193
O 7.26777 -0.18353 2.70358
C 7.84996 -0.81395 1.54726
C 8.12178 -2.25151 1.97440
C 6.99008 -2.50208 2.97115
H 7.13480 -0.75028 0.72498
H 8.75254 -0.27641 1.26948
H 8.14451 -2.94846 1.13970
H 9.08224 -2.31029 2.48771
H 6.08314 -2.85831 2.48089
H 7.27210 -3.18220 3.76896
O -5.84950 5.20711 0.97637
C -5.85857 6.20694 0.32140
O -4.75867 6.95537 0.09124
C -5.11097 8.14752 -0.63514
C -6.42924 7.81962 -1.32526
C -7.06958 6.84811 -0.33309
H -5.20778 8.96819 0.07813
H -4.31310 8.38291 -1.33421
H -7.03074 8.69963 -1.54162
H -6.23457 7.30621 -2.26789
H -7.64655 7.36382 0.43526
H -7.68475 6.09803 -0.82083
```

Properties
structure (SMILES) = C=CCN(CCCSC(=S)N1CCOCC1)C(=O)OCOCCOCC.O=C1CCCO1.O=C1CCCO1.O=C1CCCO1.O=C1CCCO1.O=C1CCCO1
frontier orbital gap = 8.227 eV
E = -3480.22710 Eh
M = 837.02 g/mol

# 3
The following is a DFT calculation (ωB97M-V with the def2-TZVPD basis set) of a molecular structure, C37H61BCuN7OPS.

Geometry as XYZ:
```
110
Properties=species:S:1:pos:R:3
Cu -0.05411 -0.43676 0.00683
B -1.05295 -2.36942 2.45987
N -0.59752 -0.93538 2.85615
C -0.49033 -0.47568 4.10688
C 0.01901 0.81054 4.06639
C 0.19787 1.06123 2.70765
N -0.17741 0.00561 1.98708
N -1.97738 -2.28450 1.20721
C -2.98627 -3.11480 0.92999
C -3.52825 -2.76517 -0.29574
C -2.75848 -1.68345 -0.70886
N -1.83359 -1.39418 0.20691
H -0.08978 -3.06956 2.22078
H -1.71363 -2.79631 3.37468
H -0.79112 -1.09209 4.93710
H 0.22075 1.46641 4.89516
H 0.53939 1.95266 2.21227
H -3.25688 -3.89115 1.62558
H -4.35452 -3.22512 -0.80810
H -2.82516 -1.10016 -1.61156
O 2.02410 0.17366 0.08615
P 3.49535 -0.14197 -0.02756
C 4.52918 1.28707 0.46532
C 4.04542 1.96273 1.76502
C 2.84320 2.88246 1.55547
C 3.12542 3.94630 0.50485
C 3.49795 3.26867 -0.80731
C 4.71333 2.36151 -0.62557
C 3.93295 -1.64662 0.95989
C 5.32877 -1.72633 1.60865
C 5.41765 -1.09722 2.99736
C 4.31892 -1.61524 3.92100
C 2.93624 -1.40872 3.30982
C 2.83453 -2.07511 1.94460
C 4.00855 -0.63843 -1.70988
C 5.51594 -0.86719 -1.87794
C 5.80900 -1.52502 -3.23286
C 4.98108 -0.91533 -4.38188
C 4.40686 0.44072 -3.98812
C 3.43515 0.27459 -2.82102
H 5.51035 0.83126 0.64476
H 4.88320 2.55320 2.15487
H 3.80441 1.22252 2.52598
H 2.56704 3.33868 2.50956
H 1.99716 2.28383 1.21739
H 3.95164 4.58871 0.83408
H 2.24904 4.58284 0.36808
H 3.71279 4.00877 -1.58225
H 2.63810 2.68575 -1.14623
H 5.56100 2.98428 -0.31598
H 4.99898 1.91005 -1.57539
H 3.91763 -2.39122 0.15521
H 6.09652 -1.29630 0.96244
H 5.57217 -2.79039 1.70122
H 5.34855 -0.01125 2.92165
H 6.40188 -1.31273 3.42039
H 4.38608 -1.12919 4.89693
H 4.47327 -2.68746 4.09027
H 2.71271 -0.34163 3.21846
H 2.16544 -1.81939 3.96460
H 1.85031 -1.90006 1.51128
H 2.92519 -3.15865 2.07936
H 3.52824 -1.61797 -1.81175
H 5.90462 -1.51294 -1.08824
H 6.05414 0.08014 -1.79756
H 5.59892 -2.59483 -3.15611
H 6.87691 -1.43432 -3.44351
H 4.14473 -1.57458 -4.63127
H 5.59267 -0.83123 -5.28173
H 3.87743 0.88830 -4.83216
H 5.21947 1.13016 -3.73189
H 2.51792 -0.17636 -3.19022
H 3.14418 1.24646 -2.42987
C -0.82600 1.00944 -5.60779
N -0.59870 1.37475 -4.22641
C 0.79755 1.72674 -4.03856
C -1.11274 0.42638 -3.23389
C -0.37298 -0.88673 -3.04375
C -0.29022 -1.78300 -4.11334
C 0.35833 -3.00196 -3.99214
C 0.89969 -3.36446 -2.76777
C 0.77983 -2.49865 -1.68968
C 0.16911 -1.24479 -1.79489
H -0.60201 1.86852 -6.24509
H -1.87245 0.73729 -5.75990
H -0.19364 0.17512 -5.94893
H 1.01186 2.67670 -4.53759
H 1.47497 0.96730 -4.45912
H 1.01435 1.83936 -2.98476
H -2.15431 0.23103 -3.51757
H -1.12818 0.93328 -2.26904
H -0.75559 -1.53283 -5.06054
H 0.41323 -3.67506 -4.83903
H 1.38177 -4.32844 -2.64650
H 1.16008 -2.82785 -0.72384
S -0.65786 2.70528 -0.21367
C -2.02626 3.67890 -0.24893
N -2.64658 4.07616 0.87608
C -3.86517 4.86833 0.91414
C -3.93455 5.73689 -0.33062
C -3.76637 4.85796 -1.55846
N -2.54742 4.07891 -1.42140
H -2.25172 3.70885 1.72521
H -3.85014 5.48088 1.81522
H -4.74396 4.21727 0.96834
H -3.13397 6.47870 -0.30255
H -4.88816 6.26217 -0.37001
H -3.68857 5.46161 -2.46215
H -4.63349 4.19859 -1.67181
H -2.08812 3.69896 -2.23865
```

Properties
energy relative to the best compared isomer or geometry (same formula, charge and spin) = 23.1 kJ/mol
frontier orbital gap (alpha / beta) = 7.930 / 8.262 eV
E = -4309.98323 Eh
⟨S²⟩ = 0.75
spin multiplicity = 2
M = 757.34 g/mol

# 4
The following is a DFT calculation (ωB97M-V with the def2-TZVPD basis set) of a molecular structure, C37H62BKN4O6P2Sb at a distorted geometry.

Geometry as XYZ:
```
114
Properties=species:S:1:pos:R:3
K -0.16033 -0.43581 -0.12344
C 4.84180 1.37334 -2.86862
C 3.43935 0.79459 -2.70667
C 2.44610 1.66145 -3.49803
C 3.39652 -0.61850 -3.30690
P 2.74984 0.68622 -0.96569
C 2.57213 2.50049 -0.52262
N 1.21034 2.96112 -0.66182
B 0.03132 2.10447 -0.95764
N -1.04790 3.08571 -0.67777
C -2.45216 2.76795 -0.56661
P -2.82090 1.03132 -1.16145
C -3.24244 1.34475 -2.97830
C -4.55034 2.08182 -3.26592
C -3.25642 -0.01832 -3.68320
C -2.10130 2.17240 -3.59088
C -4.45302 0.76794 -0.22364
C -5.18104 -0.44421 -0.81104
C -5.42777 1.94486 -0.10784
C -4.00846 0.38086 1.19795
C -0.56143 4.32304 -0.29258
C -1.20744 5.49288 0.06023
C -0.43386 6.60930 0.41303
C 0.95028 6.53663 0.42048
C 1.61052 5.34590 0.07607
C 0.85249 4.24776 -0.28336
C 4.15554 0.25920 0.23596
C 4.70042 -1.12693 -0.11921
C 3.45382 0.13813 1.60103
C 5.32583 1.23909 0.37536
H 5.03183 1.56665 -3.93140
H 5.60972 0.67931 -2.52040
H 4.96894 2.31786 -2.33591
H 2.69478 1.59227 -4.56478
H 2.49184 2.71275 -3.20516
H 1.41480 1.33853 -3.34348
H 3.67296 -0.57871 -4.36739
H 2.39104 -1.04100 -3.23442
H 4.08363 -1.30432 -2.80836
H 3.25970 3.11140 -1.12460
H 2.90242 2.61347 0.51574
H -3.06945 3.49582 -1.11055
H -2.76870 2.81672 0.48234
H -5.43335 1.49464 -3.00971
H -4.60504 2.30310 -4.33945
H -4.60451 3.03487 -2.73517
H -4.07110 -0.66017 -3.33972
H -2.31596 -0.54697 -3.51247
H -3.37195 0.12359 -4.76410
H -2.11476 3.20620 -3.23809
H -2.22736 2.18255 -4.68148
H -1.12251 1.76330 -3.33812
H -5.69085 -0.20831 -1.74677
H -5.93774 -0.79696 -0.10065
H -4.49347 -1.27349 -1.00115
H -5.89916 2.19619 -1.05609
H -4.94158 2.84263 0.27825
H -6.22745 1.68548 0.59785
H -3.35883 -0.49829 1.19115
H -4.89831 0.15016 1.79633
H -3.45391 1.17417 1.70376
H -2.29027 5.54486 0.07393
H -0.92616 7.53420 0.68857
H 1.53087 7.40694 0.70119
H 2.69309 5.28673 0.09903
H 3.89078 -1.84890 -0.26005
H 5.34164 -1.49402 0.69079
H 5.30285 -1.10561 -1.02971
H 2.61625 -0.56567 1.56100
H 3.07590 1.09837 1.96291
H 4.17129 -0.23910 2.34065
H 6.01226 1.18620 -0.46869
H 5.90031 0.99665 1.27809
H 4.99401 2.27372 0.47380
C 1.29513 -6.67932 -1.04169
C 1.65206 -5.36990 -0.33923
Sb 0.19741 -3.76564 -0.44207
C -1.04854 -4.63934 -1.97519
C -2.22612 -3.71147 -2.29195
C -1.05049 -4.41002 1.19137
C -1.29615 -5.90952 1.32779
H 2.06988 -7.43614 -0.88600
H 1.19058 -6.54113 -2.11966
H 0.35430 -7.09655 -0.68071
H 2.57479 -4.95484 -0.74824
H 1.84260 -5.53772 0.72478
H -1.39622 -5.62068 -1.64767
H -0.42726 -4.79960 -2.85931
H -2.79698 -3.45371 -1.39423
H -2.93003 -4.16273 -2.99633
H -1.88868 -2.76880 -2.72707
H -1.99097 -3.86461 1.06915
H -0.57846 -3.99200 2.08117
H -1.79775 -6.32838 0.45301
H -1.92630 -6.13028 2.19419
H -0.36310 -6.46072 1.46257
O -0.77536 0.37376 2.00349
C -0.17372 -0.60914 2.46936
O 0.20158 -1.63238 1.84587
C 0.18675 -0.55550 3.95590
C -0.42409 0.36844 4.79394
C -0.07597 0.38567 6.12430
C 0.87156 -0.45262 6.67183
C 1.46340 -1.34195 5.80286
C 1.14031 -1.42281 4.46755
N 2.50850 -2.26831 6.35823
O 3.05261 -3.01827 5.57988
O 2.66210 -2.26922 7.56214
N -0.74984 1.36415 7.04462
O -1.61875 2.05968 6.57368
O -0.38239 1.37561 8.20165
H -1.14886 1.05975 4.38533
H 1.13306 -0.41404 7.71643
H 1.60947 -2.14495 3.81385
```

Properties
energy relative to the best compared isomer or geometry (same formula, charge and spin) = 108.4 kJ/mol
net charge = -1
frontier orbital gap = 4.103 eV
E = -3665.18798 Eh
M = 892.54 g/mol